[1]
The following is a DFT calculation (wB97M-V/def2-TZVPD) of C46H55N8P2Ru as an isolated structure.

Geometry as ORCA input:
```
! RIJCOSX wB97M-V def2-TZVPD def2/J DEFGRID3
* xyz 2 6
Ru 0.305 -0.613 -0.315
C -2.543 3.581 -1.298
C -3.028 2.545 -0.268
C -4.553 2.382 -0.457
P -2.004 0.991 -0.302
C -2.684 -0.184 -1.552
C -3.998 -0.825 -1.065
C -2.875 0.434 -2.943
C -2.058 0.346 1.418
C -3.322 0.430 2.017
C -3.617 -0.097 3.268
C -4.992 0.024 3.865
C -2.594 -0.771 3.932
C -1.326 -0.839 3.393
C -1.013 -0.262 2.158
N 0.304 -0.305 1.659
C 1.404 0.016 2.436
C 1.295 0.487 3.761
C 2.415 0.700 4.533
C 3.694 0.466 4.028
C 4.921 0.671 4.871
C 3.800 0.095 2.684
C 2.699 -0.091 1.863
P 2.888 -0.350 0.047
C 4.345 -1.503 -0.099
C 5.746 -0.881 -0.098
C 4.187 -2.384 -1.345
C 3.318 1.328 -0.626
C 3.626 1.204 -2.125
C 4.359 2.181 0.099
H -3.347 4.299 -1.464
H -2.306 3.138 -2.266
H -1.679 4.137 -0.950
H -2.842 2.929 0.736
H -4.802 2.268 -1.511
H -5.021 3.304 -0.113
H -5.017 1.564 0.082
H -1.940 -0.974 -1.600
H -4.857 -0.220 -1.341
H -4.028 -1.014 0.006
H -4.103 -1.789 -1.567
H -3.642 1.206 -2.936
H -3.222 -0.363 -3.604
H -1.969 0.844 -3.373
H -4.126 0.926 1.497
H -5.540 0.864 3.439
H -4.934 0.159 4.944
H -5.568 -0.886 3.679
H -2.795 -1.242 4.888
H -0.543 -1.371 3.920
H 0.323 0.690 4.187
H 2.298 1.050 5.553
H 4.703 0.535 5.930
H 5.305 1.686 4.741
H 5.715 -0.018 4.587
H 4.793 -0.031 2.273
H 4.238 -2.137 0.784
H 5.947 -0.362 -1.034
H 6.476 -1.689 -0.014
H 5.933 -0.188 0.719
H 4.145 -1.779 -2.255
H 3.294 -3.001 -1.298
H 5.049 -3.050 -1.431
H 2.363 1.841 -0.524
H 4.630 0.814 -2.292
H 3.576 2.191 -2.592
H 2.915 0.558 -2.645
H 5.373 1.816 -0.067
H 4.177 2.240 1.172
H 4.314 3.198 -0.301
N 0.465 3.672 -0.187
C 0.206 2.411 0.279
N -0.325 1.442 -0.658
C 0.101 1.645 -2.083
N 0.374 0.638 -2.854
N 0.392 -0.560 -2.262
C 0.642 -1.731 -2.905
C 0.810 -2.849 -2.047
C 1.087 -4.146 -2.514
C 1.310 -5.158 -1.614
C 1.261 -4.886 -0.242
C 0.963 -3.606 0.166
N 0.728 -2.607 -0.692
C 0.389 3.014 -2.506
C 0.541 3.344 -3.856
C 0.895 4.623 -4.233
C 1.116 5.595 -3.261
C 0.979 5.284 -1.921
C 0.614 3.996 -1.543
H 0.712 4.372 0.494
H -0.104 2.315 1.308
H 0.723 -1.784 -3.982
H 1.128 -4.323 -3.583
H 1.534 -6.159 -1.963
H 1.444 -5.659 0.491
H 0.893 -3.353 1.215
H 0.380 2.573 -4.599
H 1.006 4.869 -5.281
H 1.398 6.600 -3.551
H 1.155 6.036 -1.158
N -5.843 -3.078 3.031
C -5.151 -3.398 2.170
C -4.243 -3.694 1.089
C -4.551 -4.564 0.051
C -3.622 -4.716 -0.964
C -2.448 -3.979 -0.914
N -2.143 -3.140 0.082
C -3.024 -3.029 1.069
H -5.490 -5.101 0.043
H -3.806 -5.392 -1.788
H -1.718 -4.062 -1.714
H -2.764 -2.372 1.892
*
```

For the LUMO energy (alpha / beta), the calculation gives -4.8 / -7.0 eV. For the calculated total energy, the calculation gives -3000.939521 Ha. Its HOMO-LUMO gap (alpha / beta) is 0.227 / 0.227 hartree. For the energy above the lowest of the compared OMol25 structures with the same formula, charge and spin, the calculation gives 204.4 kJ/mol.


[2]
The following is a DFT calculation (wB97M-V/def2-TZVPD) of C28H35F6GeN5PY as an isolated structure.

Geometry as ORCA input:
```
! RIJCOSX wB97M-V def2-TZVPD def2/J DEFGRID3
* xyz 1 2
Y 0.344 0.065 0.291
C -2.336 1.785 -1.195
N -1.703 0.469 -1.389
C -2.689 -0.597 -1.173
C -2.029 -1.948 -1.184
C -2.727 -3.094 -1.516
C -2.071 -4.312 -1.453
C -0.739 -4.345 -1.078
C -0.108 -3.152 -0.783
N -0.740 -1.973 -0.837
C -1.157 0.379 -2.746
C -0.011 1.334 -2.919
C 0.281 1.851 -4.169
C 1.302 2.775 -4.291
C 1.976 3.173 -3.149
C 1.626 2.602 -1.940
N 0.662 1.675 -1.814
C -2.429 2.186 0.246
C -3.616 2.671 0.761
C -3.655 3.100 2.079
C -2.503 3.018 2.833
C -1.363 2.499 2.242
N -1.301 2.091 0.971
H -3.332 1.801 -1.650
H -1.738 2.531 -1.716
H -3.474 -0.554 -1.937
H -3.166 -0.431 -0.205
H -3.767 -3.030 -1.811
H -2.597 -5.228 -1.694
H -0.190 -5.274 -1.009
H 0.931 -3.113 -0.478
H -1.933 0.597 -3.490
H -0.825 -0.643 -2.930
H -0.305 1.541 -5.025
H 1.549 3.195 -5.258
H 2.758 3.920 -3.184
H 2.117 2.906 -1.029
H -4.495 2.711 0.132
H -4.574 3.476 2.510
H -2.481 3.319 3.871
H -0.476 2.366 2.841
C 2.960 -3.730 1.728
Ge 3.413 -1.896 1.280
C 3.461 -0.909 2.959
C 5.232 -1.866 0.575
C 2.193 -1.184 -0.087
H 3.709 -4.093 2.436
H 2.977 -4.387 0.855
H 1.976 -3.791 2.194
H 3.886 0.091 2.845
H 4.119 -1.474 3.625
H 2.484 -0.832 3.438
H 5.756 -0.964 0.901
H 5.231 -1.892 -0.516
H 5.791 -2.731 0.940
H 2.614 -1.507 -1.052
F -1.634 -0.625 1.542
P -0.923 -1.183 2.964
F 0.043 -2.021 1.957
F -1.814 -0.181 3.789
F -1.960 -2.355 3.047
F 0.192 0.088 2.670
F -0.091 -1.622 4.217
C 5.942 3.554 2.380
C 4.673 2.896 1.918
C 3.458 3.106 2.556
C 2.320 2.472 2.096
N 2.309 1.644 1.047
C 3.482 1.443 0.425
C 4.660 2.042 0.820
H 5.873 3.856 3.423
H 6.147 4.449 1.789
H 6.794 2.884 2.267
H 3.390 3.744 3.428
H 1.384 2.619 2.613
H 3.468 0.752 -0.408
H 5.572 1.818 0.279
*
```

For the LUMO energy (alpha / beta), the calculation gives -2.4 / -2.5 eV. For the calculated total energy, the calculation gives -4417.687964 Ha. Its HOMO-LUMO gap (alpha / beta) is 0.277 / 0.301 hartree. For the energy above the lowest of the compared OMol25 structures with the same formula, charge and spin, the calculation gives 20.9 kJ/mol.


[3]
The following is a DFT calculation (wB97M-V/def2-TZVPD) of a 2-piece molecular cluster, C3H10N2O3 overall.

Geometry as ORCA input:
```
! RIJCOSX wB97M-V def2-TZVPD def2/J DEFGRID3
* xyz 0 1
N 2.013 0.378 -0.196
C 2.177 -0.999 -0.393
O 3.091 -1.628 0.111
N 1.177 -1.638 -1.080
C 0.089 -0.976 -1.780
C -1.276 -1.176 -1.119
O -1.947 0.021 -0.811
H 2.129 0.913 -1.048
H 2.675 0.702 0.492
H 1.481 -2.516 -1.465
H 0.061 -1.248 -2.838
H 0.300 0.089 -1.836
H -1.970 -1.720 -1.757
H -1.140 -1.787 -0.230
H -1.350 0.718 -0.494
O -2.648 3.314 5.013
H -2.946 3.663 4.168
H -1.918 3.892 5.264
*
```

For the LUMO energy, the calculation gives 0.6 eV. For the calculated total energy, the calculation gives -455.543718 Ha. Its HOMO-LUMO gap is 0.385 hartree. For the energy above the lowest of the compared OMol25 structures with the same formula, charge and spin, the calculation gives 73.2 kJ/mol. As for the SMILES: NC(=O)NCCO.O.


[4]
The following is a DFT calculation (wB97M-V/def2-TZVPD) of C29H23F3IrN6O3S2 as an isolated structure.

Geometry as ORCA input:
```
! RIJCOSX wB97M-V def2-TZVPD def2/J DEFGRID3
* xyz -1 5
Ir -0.346 -0.550 1.669
C -1.137 1.206 5.559
O -0.179 0.548 6.355
C 0.978 0.133 5.717
C 2.150 0.372 6.412
C 3.374 -0.069 5.920
C 3.420 -0.728 4.716
C 2.264 -0.934 3.943
C 2.427 -1.575 2.692
N 1.590 -1.613 1.667
N 2.054 -2.334 0.642
C 1.574 -2.236 -0.562
O 0.586 -1.264 -0.765
C 2.120 -3.075 -1.597
C 2.896 -4.189 -1.213
C 3.475 -5.011 -2.152
C 3.298 -4.775 -3.512
C 2.547 -3.679 -3.907
C 1.978 -2.838 -2.974
C 0.981 -0.527 4.451
O -0.110 -0.804 3.829
H -1.969 1.445 6.220
H -1.479 0.577 4.737
H -0.725 2.138 5.148
H 2.080 0.907 7.348
H 4.283 0.115 6.476
H 4.367 -1.079 4.331
H 3.389 -2.055 2.524
H 3.026 -4.375 -0.160
H 4.066 -5.861 -1.836
H 3.741 -5.428 -4.250
H 2.403 -3.476 -4.960
H 1.441 -1.972 -3.316
F -2.577 0.310 -8.874
C -1.860 1.163 -8.105
F -0.697 1.347 -8.785
F -2.501 2.342 -8.168
C -1.628 0.666 -6.723
C -1.891 1.476 -5.617
C -1.566 1.035 -4.356
C -0.960 -0.218 -4.172
C -0.752 -1.047 -5.288
C -1.082 -0.607 -6.549
C -0.518 -0.620 -2.905
C 0.054 -0.972 -1.896
H -2.348 2.447 -5.755
H -1.757 1.655 -3.494
H -0.317 -2.025 -5.147
H -0.918 -1.237 -7.412
C -4.667 2.955 1.815
C -3.826 3.013 3.093
C -2.389 2.821 2.776
N -1.820 1.694 2.598
N -0.523 1.747 2.291
C -0.055 2.959 2.235
N 1.217 3.269 1.900
S -1.271 4.185 2.562
H -5.728 3.016 2.047
H -4.476 2.019 1.298
H -4.410 3.772 1.145
H -4.134 2.205 3.761
H -3.967 3.971 3.601
H 1.839 2.479 1.844
H 1.599 4.149 2.199
S -2.714 2.152 -1.105
C -2.154 0.907 -0.291
N -1.766 -0.019 0.325
*
```

For the LUMO energy (alpha / beta), the calculation gives 2.0 / 2.0 eV. For the calculated total energy, the calculation gives -2873.317238 Ha. Its HOMO-LUMO gap (alpha / beta) is 0.152 / 0.242 hartree.


[5]
The following is a DFT calculation (wB97M-V/def2-TZVPD) of one molecule with the formula C5H4O2.

Geometry as ORCA input:
```
! RIJCOSX wB97M-V def2-TZVPD def2/J DEFGRID3
* xyz 0 1
O -0.936 -2.326 0.063
C -1.630 -1.349 -0.106
C -1.091 0.033 -0.173
C 0.215 0.256 -0.173
C 1.244 1.320 0.121
C 1.570 -0.150 0.091
O 2.404 -1.002 0.183
H -2.729 -1.435 -0.213
H -1.789 0.869 -0.208
H 1.101 1.819 1.078
H 1.641 1.966 -0.663
*
```

For the LUMO energy, the calculation gives -1.2 eV. For the calculated total energy, the calculation gives -343.288940 Ha. Its HOMO-LUMO gap is 0.317 hartree. For the energy above the lowest of the compared OMol25 structures with the same formula, charge and spin, the calculation gives 271.5 kJ/mol. As for the SMILES: O=C/C=C1/CC1=O.


[6]
The following is a DFT calculation (wB97M-V/def2-TZVPD) of a 6-piece molecular cluster, C3H18O5 overall.

Geometry as ORCA input:
```
! RIJCOSX wB97M-V def2-TZVPD def2/J DEFGRID3
* xyz 0 1
C 2.426 0.441 -1.124
C 0.867 0.652 -1.181
C 0.594 2.098 -1.278
H 3.087 1.245 -0.993
H 2.670 -0.088 -2.051
H 2.569 -0.373 -0.336
H 0.435 0.184 -0.185
H 0.316 -0.009 -2.135
H 0.942 2.762 -0.444
H 1.244 2.426 -2.015
H -0.348 2.312 -1.623
O -2.424 0.135 2.130
H -2.107 -0.241 1.301
H -2.823 1.030 1.777
O -0.073 -2.498 -0.618
H -0.641 -1.826 -0.283
H 0.408 -2.185 -1.260
O -0.556 -2.295 2.202
H -0.908 -1.629 1.517
H -0.973 -1.883 3.056
O -3.867 0.611 -0.802
H -3.068 1.085 -0.851
H -3.929 -0.286 -1.068
O 2.423 -0.524 2.030
H 1.851 -1.339 2.157
H 1.886 0.194 2.076
*
```

For the LUMO energy, the calculation gives -0.2 eV. For the calculated total energy, the calculation gives -501.177450 Ha. Its HOMO-LUMO gap is 0.400 hartree. For the energy above the lowest of the compared OMol25 structures with the same formula, charge and spin, the calculation gives 278.3 kJ/mol. As for the SMILES: CCC.O.O.O.O.O.


[7]
The following is a DFT calculation (wB97M-V/def2-TZVPD) of one molecule with the formula C4H10S2.

Geometry as ORCA input:
```
! RIJCOSX wB97M-V def2-TZVPD def2/J DEFGRID3
* xyz 0 1
C -1.286 -0.595 -1.369
C -1.065 -1.714 -0.369
S 0.710 -2.401 0.015
S 1.887 -0.652 0.093
C 0.696 0.567 0.798
C 1.427 1.936 0.969
H -1.492 0.409 -0.816
H -0.446 -0.330 -1.966
H -2.082 -1.027 -1.975
H -1.574 -1.494 0.619
H -1.565 -2.629 -0.703
H 0.145 0.363 1.631
H 0.019 0.604 0.017
H 2.530 1.935 0.990
H 1.074 2.556 0.132
H 1.024 2.473 1.933
*
```

For the LUMO energy, the calculation gives 0.7 eV. For the calculated total energy, the calculation gives -954.724840 Ha. Its HOMO-LUMO gap is 0.321 hartree. For the energy above the lowest of the compared OMol25 structures with the same formula, charge and spin, the calculation gives 154.2 kJ/mol. As for the SMILES: CCSSCC.


[8]
The following is a DFT calculation (wB97M-V/def2-TZVPD) of one molecule with the formula C2H4F2N2O2.

Geometry as ORCA input:
```
! RIJCOSX wB97M-V def2-TZVPD def2/J DEFGRID3
* xyz 0 1
N -2.346 -0.087 0.529
C -1.104 0.321 0.426
O -0.874 1.493 0.682
O -0.275 -0.712 -0.012
C 0.876 -0.248 -0.663
N 1.891 -0.037 0.304
F 2.878 -1.103 0.325
F 2.717 0.990 -0.104
H -2.965 0.641 0.705
H -2.731 -1.049 0.451
H 1.167 -0.926 -1.417
H 0.765 0.716 -1.227
*
```

For the LUMO energy, the calculation gives 0.7 eV. For the calculated total energy, the calculation gives -538.204364 Ha. Its HOMO-LUMO gap is 0.421 hartree. For the energy above the lowest of the compared OMol25 structures with the same formula, charge and spin, the calculation gives 281.1 kJ/mol. As for the SMILES: NC(=O)OCN(F)F.